No. 1
C32H29F9N3O6PRuS3 | ωB97M-V with the def2-TZVPD basis set

**Multiplicity**: 5
**Molecular weight**: 950.8 g/mol
**Lowest unoccupied orbital energy (spin up / spin down)**: -0.12 / -0.29 eV
**E_tot**: -119241.364 eV
**Gap between HOMO and LUMO (spin up / spin down)**: 6.9 / 7.7 eV

```
84
C32H29F9N3O6PRuS3 | the Open Molecules 2025 dataset | ωB97M-V with the def2-TZVPD basis set
H -5.43 -1.42 -1.75
H -1.62 4.98 2.78
Ru 0.84 -0.15 0.31
H -3.05 6.39 1.36
O 1.05 -1.07 2.72
N 0.13 1.65 2.19
C 5.00 -0.81 1.62
C 4.61 0.05 -0.74
F 3.96 0.98 -1.46
H 1.01 3.88 -1.30
H -1.30 -0.29 2.80
C -4.54 -0.82 -1.60
H -2.47 -3.03 5.91
H -2.93 1.84 -2.95
C -3.66 -1.12 -0.57
S 1.18 -3.66 -2.58
O 0.89 1.35 3.31
H -2.34 3.76 -1.93
F 4.44 -1.12 -1.35
O -0.10 -2.43 -0.21
H -0.24 -5.61 -2.59
H -3.85 -1.96 0.09
F 5.37 -1.94 1.02
F 2.86 2.09 0.76
N -1.06 -2.45 -2.58
C -0.26 -4.65 -3.09
C 1.12 3.52 -4.67
C -0.42 -3.06 5.26
H 2.25 -3.92 0.12
F 6.11 -0.13 1.94
C -1.49 -3.85 -2.65
C 1.38 4.04 -3.40
C -1.20 3.52 1.26
C 0.79 3.47 -2.29
C 0.18 -2.30 -2.06
S 0.93 -0.72 -2.10
C -2.21 4.00 -0.88
H -3.08 -1.21 4.31
O 2.83 -0.59 0.70
C 0.28 2.43 -4.80
C -2.23 0.72 -1.25
C 3.94 1.47 1.26
H 1.53 -2.80 4.33
C -2.60 5.49 0.95
H -0.92 0.97 -3.80
H 0.09 2.01 -5.78
C 4.04 0.01 0.71
H 2.05 4.88 -3.29
C -4.27 0.25 -2.45
H -1.84 -4.20 -1.68
H 1.58 3.97 -5.54
H -4.95 0.49 -3.26
F 5.00 2.22 0.96
S -0.01 -3.71 0.64
O -0.35 -4.86 -0.16
H -1.81 -0.63 0.38
H -3.41 5.76 -1.02
N 0.14 -1.54 3.55
H 1.18 0.42 3.13
F 4.40 -1.15 2.76
C -1.73 -2.60 5.25
C -0.07 2.38 -2.42
C -1.42 3.16 -0.09
P -0.70 1.66 -0.88
C -1.80 4.69 1.75
C -1.12 -1.07 3.52
C -2.80 5.14 -0.38
F 5.91 0.35 -0.79
C -3.13 1.02 -2.27
F 3.80 1.47 2.59
H -0.22 -4.78 -4.17
C -0.35 2.83 2.26
H -2.30 -3.94 -3.38
C -2.08 -1.59 4.36
H -0.11 -3.84 5.93
H -0.11 3.41 3.16
H -1.74 -1.77 -2.27
C 1.70 -3.81 1.05
C -0.31 1.85 -3.69
H 1.83 -4.68 1.68
C 0.50 -2.51 4.40
H 1.99 -2.89 1.56
O -0.78 -3.51 1.84
C -2.51 -0.36 -0.40
```

No. 2
C32H29FeIN4PS | ωB97M-V with the def2-TZVPD basis set

**Multiplicity**: 5
**Molecular weight**: 715.4 g/mol
**Lowest unoccupied orbital energy (spin up / spin down)**: -2.94 / -3.21 eV
**E_tot**: -102223.453 eV
**Gap between HOMO and LUMO (spin up / spin down)**: 7.5 / 7.4 eV
**Total charge**: +1

```
69
C32H29FeIN4PS | the Open Molecules 2025 dataset | ωB97M-V with the def2-TZVPD basis set
C 3.29 -0.04 0.18
P -0.49 -1.03 -0.55
C -2.27 -1.02 -0.22
H -3.22 2.27 3.60
C 3.74 2.64 -0.02
C 1.70 4.48 1.15
N 0.48 2.36 1.54
N -2.52 2.88 3.20
C 1.03 0.10 -2.57
H -3.81 4.47 3.39
C -2.95 0.20 -0.30
C 1.22 -4.85 -0.99
C -0.09 -2.79 -0.91
H 3.09 -4.16 2.30
H 1.84 4.87 0.14
C -4.26 -2.06 0.65
C 0.21 0.92 -4.67
H -1.91 0.78 -4.96
H -1.48 -2.59 -2.49
C 0.90 -3.64 -0.29
S -1.37 0.55 2.83
C 2.59 -4.33 1.36
C 4.47 0.39 -0.40
C 2.58 2.13 0.55
C 0.52 -5.23 -2.16
H -2.53 4.71 2.21
C -4.28 0.27 0.07
H 3.89 3.70 -0.08
H 0.83 4.95 1.59
C -0.74 -3.23 -2.04
N -0.55 3.08 2.08
H -0.86 4.95 4.09
H -2.44 1.09 -0.64
I 1.19 -2.05 2.44
H 3.07 -1.09 0.27
H 2.45 -6.61 -1.12
H -1.02 -4.75 -3.54
C 2.93 -5.47 0.61
H -4.76 -2.94 1.03
C 4.69 1.76 -0.50
H 0.39 1.36 -5.64
H -2.33 -0.24 -2.77
C -4.94 -0.85 0.55
H 5.19 -0.33 -0.75
H 0.80 -6.16 -2.63
H -5.97 -0.79 0.85
H 1.87 -0.10 -1.91
H 2.28 0.91 -4.10
N 2.36 0.80 0.64
Fe 0.39 0.23 1.33
C 1.27 0.66 -3.81
H 2.58 4.73 1.73
H -2.41 -3.09 0.34
C 1.60 -3.46 0.95
C -0.47 -4.46 -2.66
C -1.93 5.05 4.27
C -2.74 4.32 3.21
C -1.43 2.29 2.68
C -1.32 0.01 -3.05
C 1.51 3.00 1.10
H -4.81 1.22 0.00
H -2.15 4.65 5.26
C -2.93 -2.14 0.26
C 2.24 -5.72 -0.53
H 3.71 -6.13 0.95
C -1.08 0.59 -4.29
H -2.19 6.11 4.27
C -0.27 -0.24 -2.18
H 5.60 2.13 -0.94
```

No. 3
C32H29IrN4P2S2 | ωB97M-V with the def2-TZVPD basis set

**Multiplicity**: 2
**Molecular weight**: 787.9 g/mol
**Lowest unoccupied orbital energy (spin up / spin down)**: -9.71 / -12.01 eV
**E_tot**: -82677.711 eV
**Gap between HOMO and LUMO (spin up / spin down)**: 6.7 / 4.4 eV
**Total charge**: +3

```
70
C32H29IrN4P2S2 | the Open Molecules 2025 dataset | ωB97M-V with the def2-TZVPD basis set
H -0.52 -6.37 1.50
C -3.54 2.30 4.23
S 3.85 1.11 -1.58
H -5.67 6.45 -3.40
H -1.47 7.37 -3.02
H -6.51 -2.88 -0.34
H -1.93 -3.41 -2.16
H 2.74 -3.89 0.26
C -5.51 -2.98 -0.73
H -2.10 -4.55 1.03
N -2.30 -1.35 1.72
H -3.28 0.18 4.10
C -3.16 -2.50 -0.63
H -6.11 -4.30 -2.31
C -0.15 -5.42 1.15
H -5.29 4.29 -2.30
H -3.54 4.44 4.22
C -3.08 3.54 3.83
C -4.47 4.97 -2.47
H 0.45 0.91 4.35
C -1.41 2.49 2.45
H 1.37 -0.02 6.43
C -3.59 7.03 -3.31
H 1.90 -6.03 1.15
H -4.35 2.22 4.94
C 0.80 -2.98 0.19
C -4.00 -3.93 -2.37
C 0.86 -0.67 5.73
C -2.29 6.68 -2.88
C -2.01 3.64 2.95
C -0.56 -3.16 0.42
H -0.56 2.57 1.79
C -2.06 5.48 -2.26
C -1.04 -4.39 0.88
C -4.45 -2.32 -0.13
C -4.68 6.17 -3.09
C -1.97 2.52 -1.23
C 1.69 -4.02 0.45
H -2.92 -1.89 2.31
H 1.18 -2.06 -0.22
H -0.58 3.51 -2.35
C -1.89 1.24 2.84
N -0.77 2.79 -1.67
C -5.28 -3.79 -1.84
H -4.64 -1.67 0.72
N 1.24 0.63 -0.82
P -1.75 -1.83 0.20
H 0.00 -3.93 5.31
H -0.89 -3.03 3.20
C 0.09 -2.87 5.09
N -3.05 3.37 -1.47
C -2.94 1.14 3.76
H -3.83 -4.56 -3.23
H -3.93 2.96 -1.19
C -3.15 4.59 -2.07
C -0.33 -0.99 3.66
C -0.42 -2.36 3.92
C 1.21 -5.23 0.94
H -0.02 2.11 -1.49
S -2.40 1.13 -0.36
C -2.93 -3.29 -1.76
C 2.40 0.84 -1.16
C 0.34 -0.14 4.56
Ir -0.39 0.08 0.05
P -1.11 -0.27 2.25
H -1.07 5.27 -1.87
H -3.74 7.97 -3.82
H -1.62 4.61 2.67
C 0.73 -2.03 6.00
H 1.14 -2.43 6.91
```

No. 4
C32H29KN5O4S2 | ωB97M-V with the def2-TZVPD basis set

**Molecular weight**: 650.8 g/mol
**Lowest unoccupied orbital energy**: 2.15 eV
**E_tot**: -87294.972 eV
**Gap between HOMO and LUMO**: 7.0 eV
**Total charge**: -1

```
73
C32H29KN5O4S2 | the Open Molecules 2025 dataset | ωB97M-V with the def2-TZVPD basis set
C -3.54 3.59 1.71
C -3.48 5.09 -2.71
N 0.53 2.29 0.63
C -2.29 0.88 -1.65
H 0.89 0.09 -2.47
H 6.08 -1.49 -1.68
O 1.47 -1.26 3.61
C 0.62 -5.22 -0.75
H 1.82 -3.06 -1.34
S 2.97 1.66 -0.45
C 5.57 -2.21 -1.05
H -0.90 3.24 -0.54
K -1.39 -1.84 2.57
H -2.91 3.80 2.56
H 3.63 -6.03 1.25
C -2.35 0.10 -0.51
C 5.12 -4.50 -0.47
H -5.44 1.12 0.39
C -5.21 3.08 -0.45
C 1.45 -2.49 3.39
C 0.44 1.10 2.47
O 0.61 -3.33 3.77
H 0.48 4.27 -0.07
N 1.64 0.88 1.81
C -3.72 1.24 2.44
N 1.03 -2.82 -0.75
C -3.42 5.98 -3.93
C 5.77 -3.59 -1.25
C -0.06 0.08 -1.96
N -1.34 -0.66 -0.08
H 1.58 -5.27 -1.25
O -0.53 -3.66 0.65
C -1.12 0.87 -2.39
C -4.97 2.09 0.49
H 0.22 0.60 3.40
C 4.74 -1.76 -0.06
H -3.31 5.55 0.87
H 0.69 3.01 -1.30
H 2.02 -5.07 2.92
C 2.64 -4.45 2.29
H -2.38 6.28 -4.09
H -3.12 1.52 -1.92
C 0.94 -1.46 -0.24
C -0.21 -0.66 -0.79
H 5.26 -5.56 -0.62
H 0.86 -1.50 0.84
O -2.74 4.16 -2.54
H 0.59 -5.92 0.08
H -5.86 2.88 -1.29
H 1.88 -0.96 -0.48
C 3.51 -4.96 1.38
C -3.77 4.57 0.76
H 4.55 -0.70 0.10
C -3.30 0.28 3.11
H -1.24 2.36 1.86
C -0.25 1.97 1.73
H -1.03 1.49 -3.27
C -4.59 4.32 -0.33
C 0.32 -3.84 -0.21
H -4.04 6.87 -3.83
H -3.75 5.41 -4.80
S -4.79 5.54 -1.59
C 4.24 -4.07 0.55
H -3.23 0.09 0.13
C 0.17 3.26 -0.38
H 6.44 -3.92 -2.04
N 3.21 -2.20 1.72
H -0.17 -5.49 -1.46
H 2.29 0.15 2.09
C 2.52 -3.04 2.43
C -4.09 2.30 1.57
C 4.06 -2.68 0.77
C 1.70 1.61 0.68
```

No. 5
C32H30N4O3PS2Tc | ωB97M-V with the def2-TZVPD basis set

**Multiplicity**: 4
**Molecular weight**: 711.7 g/mol
**Lowest unoccupied orbital energy (spin up / spin down)**: -8.63 / -11.06 eV
**E_tot**: -78907.968 eV
**Gap between HOMO and LUMO (spin up / spin down)**: 7.7 / 5.2 eV
**Total charge**: +3

```
73
C32H30N4O3PS2Tc | the Open Molecules 2025 dataset | ωB97M-V with the def2-TZVPD basis set
C -4.12 -2.35 -0.44
C 3.41 2.05 0.99
H -5.14 -5.55 -0.88
C -6.43 -2.48 -1.43
C 3.02 -1.07 -1.60
C 4.61 1.73 -1.10
C 1.11 1.12 -1.94
C -1.18 -1.00 3.60
C 1.38 2.36 -2.52
H -0.31 -0.52 -1.80
N -3.07 -0.28 0.06
C 5.59 2.60 -0.66
C 5.49 3.18 0.60
H -3.20 -4.21 -0.06
H -1.66 3.93 2.61
C 2.54 -1.62 -2.79
C 0.46 2.92 -3.40
S -3.31 2.52 0.45
H 4.34 3.36 2.40
H -2.12 4.42 -0.39
N -1.88 0.29 0.52
H 4.69 1.27 -2.08
H 6.44 2.82 -1.30
H -1.93 0.51 -3.34
H 2.57 1.82 1.63
C 4.17 -1.59 -0.99
C 3.21 -2.69 -3.37
H -2.01 -0.21 6.16
C -0.09 0.46 -2.23
C -1.01 1.02 -3.10
H 5.72 -3.05 -1.12
C -1.32 3.97 1.58
C 0.98 -1.31 3.40
H 4.55 -1.16 -0.07
H 1.31 -1.49 5.58
Tc -0.31 -1.01 0.67
H 2.85 -3.11 -4.30
C 4.35 -3.20 -2.76
H -0.59 4.76 1.47
C -5.32 -1.71 -0.95
P 2.26 0.34 -0.83
H 1.93 -1.41 2.91
H -0.76 -1.21 6.91
C 4.83 -2.66 -1.58
C 3.52 1.46 -0.27
H -7.18 -4.43 -1.76
H 2.30 2.88 -2.28
C -1.89 1.59 0.70
C -0.72 2.25 -3.69
O 1.40 -0.08 0.43
S -0.47 2.40 1.20
H 4.88 -4.02 -3.23
H 6.27 3.85 0.95
C -2.46 4.12 0.60
H -7.29 -1.95 -1.80
H -2.23 -0.85 3.38
H -3.19 4.85 0.96
H -4.59 0.00 -0.62
H 0.68 3.87 -3.86
H -2.14 -1.99 6.11
C -2.97 -1.56 0.02
C -1.46 -1.14 6.08
N -0.20 -1.09 2.70
C -4.09 -3.72 -0.43
C 4.41 2.91 1.42
N -0.68 -1.16 4.82
H 1.68 -1.20 -3.30
O -5.43 -0.43 -0.99
C 0.68 -1.35 4.71
C -6.36 -3.83 -1.40
O -1.87 -2.17 0.39
H -1.42 2.68 -4.40
C -5.19 -4.46 -0.90
```

No. 6
C32H30N4O6STi | ωB97M-V with the def2-TZVPD basis set

**Molecular weight**: 646.5 g/mol
**Lowest unoccupied orbital energy (spin up / spin down)**: 4.30 / 4.30 eV
**E_tot**: -85873.135 eV
**Gap between HOMO and LUMO (spin up / spin down)**: 4.3 / 4.3 eV
**Total charge**: -2

```
74
C32H30N4O6STi | the Open Molecules 2025 dataset | ωB97M-V with the def2-TZVPD basis set
O 3.62 -0.16 0.37
S 2.60 -1.15 0.11
O -4.24 -1.60 -0.02
H -0.61 -4.70 -2.54
H -0.01 1.23 -5.40
C -0.84 3.10 1.20
H 1.78 -2.61 2.33
N -2.16 1.14 0.84
N 1.32 -0.99 1.03
C -1.01 -5.32 -0.52
H -0.05 -0.48 -5.83
H -2.33 -3.99 3.03
O -0.65 -0.60 2.81
H -3.60 -3.14 2.11
H -3.26 4.29 1.26
H 0.86 1.09 3.39
C -1.35 -2.09 -2.46
H 1.33 1.22 -0.90
H -2.37 -1.72 -2.60
C -1.50 -4.93 0.72
C -2.18 2.50 1.02
C 3.53 2.88 2.45
H 4.10 2.69 3.35
H 0.27 3.30 -1.08
C -3.25 -0.89 0.21
H -1.59 -5.65 1.52
H 5.16 3.86 1.44
C 1.06 -0.05 -4.04
C 0.27 -1.42 3.24
C 2.21 2.46 2.40
C 1.25 3.78 -1.05
H -2.17 -2.27 2.64
C -4.57 2.60 0.87
C 2.04 3.39 0.17
O 0.20 -2.06 4.28
C 0.94 0.84 -2.98
H -1.01 -2.55 -3.39
C 1.94 -0.75 -1.49
C -3.36 0.54 0.56
C 1.38 0.50 -1.71
H -0.73 -1.21 -2.26
C 4.12 3.55 1.39
O 3.08 -2.52 0.05
C -1.31 -3.07 -1.33
H 1.79 3.51 -1.97
H 1.08 4.85 -1.06
C -1.88 -3.61 0.96
N -1.95 -1.29 0.18
C -3.35 3.23 1.07
H 1.00 2.65 4.14
H 2.50 -2.62 -2.33
H 2.32 -1.04 2.92
C 1.47 2.67 1.22
C 1.57 1.87 3.62
H -5.45 0.66 0.38
C 3.36 3.81 0.26
H -5.50 3.15 0.91
C -4.55 1.23 0.59
C 1.64 -1.29 -3.80
C 1.52 -1.55 2.37
C -2.52 -3.23 2.27
H -0.71 -6.35 -0.68
H 0.48 1.81 -3.14
H 1.41 0.47 -6.11
H 2.33 1.49 4.31
N 0.15 2.16 1.10
H 3.80 4.36 -0.57
C -1.71 -2.66 -0.06
H 1.73 -2.00 -4.62
O -0.67 4.31 1.40
C 2.07 -1.65 -2.53
C -0.94 -4.40 -1.55
Ti -0.50 0.10 0.93
C 0.58 0.31 -5.42
```